DFT (ωB97M-V/def2-TZVPD) results for C3H3NO2 as an isolated structure.

Output
- Energy above the lowest of the compared OMol25 structures with the same formula, charge and spin: 184.0 kcal/mol

Atoms and positions in Å:
C1 1.4791 0.5615 -0.5654
C2 1.1428 0.2084 0.6308
C3 -0.0543 -0.4852 0.1673
N1 -1.3554 -0.0239 -0.0055
O1 -2.2014 -0.8495 -0.0031
O2 -1.6610 1.1232 -0.2481
H1 0.9771 0.7349 -1.5130
H2 1.6441 0.2236 1.6021
H3 0.0290 -1.4930 -0.0652